1.
Density functional theory data (ωB97M-V/def2-TZVPD) for a structure of composition C24H56N8O8.

Structure (XYZ):
```
96
C24H56N8O8 ωB97M-V/def2-TZVPD
C -4.31 -11.87 8.14
C -4.61 -13.26 7.78
O -3.69 -14.03 7.52
N -5.89 -13.53 7.68
C -7.07 -12.71 7.96
H -4.82 -11.11 7.55
H -3.25 -11.79 7.91
H -4.56 -11.84 9.20
H -6.07 -14.35 7.13
H -7.92 -13.23 7.54
H -6.99 -11.77 7.42
H -7.17 -12.55 9.04
C -0.34 -10.53 2.19
C -0.51 -9.93 3.64
O 0.16 -9.03 4.05
N -1.53 -10.37 4.37
C -1.96 -9.80 5.69
H -0.96 -11.39 1.94
H 0.71 -10.78 2.01
H -0.64 -9.76 1.49
H -2.10 -11.08 3.95
H -1.93 -10.61 6.42
H -3.00 -9.47 5.68
H -1.28 -9.10 6.18
C -0.87 -14.73 11.86
C -1.15 -13.27 11.62
O -0.13 -12.53 11.38
N -2.43 -12.80 11.41
C -2.74 -11.40 11.28
H -0.15 -14.86 12.67
H -0.29 -15.16 11.04
H -1.80 -15.20 12.17
H -3.18 -13.30 11.86
H -2.01 -10.93 10.62
H -2.73 -10.97 12.28
H -3.73 -11.34 10.83
C -6.41 -7.81 9.47
C -5.53 -6.63 9.71
O -4.36 -6.67 9.31
N -5.93 -5.52 10.40
C -7.03 -5.43 11.37
H -6.19 -8.50 10.29
H -6.15 -8.22 8.50
H -7.48 -7.64 9.43
H -5.14 -4.90 10.52
H -7.94 -5.37 10.78
H -7.09 -4.47 11.89
H -7.06 -6.15 12.19
C 1.28 -9.90 6.34
C 1.29 -9.13 7.57
O 0.40 -9.37 8.42
N 2.23 -8.24 7.79
C 2.41 -7.64 9.09
H 2.24 -9.98 5.84
H 0.58 -9.40 5.66
H 0.80 -10.85 6.54
H 3.11 -8.20 7.31
H 1.70 -6.81 9.17
H 3.39 -7.20 9.29
H 2.33 -8.36 9.90
C 3.32 -10.78 8.68
C 2.44 -11.94 8.99
O 2.85 -13.00 9.27
N 1.13 -11.76 8.97
C 0.10 -12.50 9.60
H 4.31 -10.93 9.12
H 2.92 -9.77 8.80
H 3.43 -10.70 7.60
H 0.87 -10.79 8.90
H -0.62 -11.76 9.95
H 0.37 -13.07 10.49
H -0.42 -13.03 8.79
C -7.57 -11.01 5.69
C -6.74 -9.81 6.28
O -6.91 -9.54 7.47
N -5.87 -9.26 5.43
C -4.88 -8.25 5.69
H -7.19 -12.03 5.71
H -7.92 -10.77 4.69
H -8.44 -10.94 6.34
H -5.60 -9.70 4.56
H -3.89 -8.70 5.62
H -4.99 -7.74 6.64
H -4.87 -7.59 4.82
C -4.54 -9.19 8.61
C -3.35 -9.52 7.84
O -3.18 -9.19 6.67
N -2.35 -10.06 8.50
C -0.96 -10.23 8.13
H -4.59 -9.81 9.51
H -5.39 -9.25 7.93
H -4.39 -8.17 8.96
H -2.61 -10.44 9.39
H -0.75 -10.96 7.35
H -0.35 -10.46 9.01
H -0.62 -9.27 7.72
```

Values from the calculation:
E_HOMO = -5.802 eV
ΔE to the lowest compared entry with this formula, charge and spin = 32.708 eV

---

2.
Density functional theory data (ωB97M-V/def2-TZVPD) for a structure of composition C24H56O8.

Structure (XYZ):
```
88
C24H56O8 ωB97M-V/def2-TZVPD
C -27.87 0.67 -7.96
C -29.16 0.23 -7.29
C -29.48 -1.10 -8.08
O -28.87 -0.91 -9.33
C -28.23 0.31 -9.44
H -27.00 0.07 -7.71
H -27.52 1.70 -7.95
H -29.92 0.95 -7.59
H -29.08 0.09 -6.21
H -30.55 -1.25 -8.27
H -28.96 -1.96 -7.66
H -28.89 1.04 -9.90
H -27.38 0.25 -10.11
C -23.90 1.31 -14.01
C -24.18 2.13 -12.74
C -25.64 1.58 -12.48
O -25.61 0.11 -12.93
C -24.34 -0.08 -13.51
H -22.84 1.35 -14.27
H -24.53 1.68 -14.81
H -24.14 3.19 -13.00
H -23.59 1.92 -11.85
H -26.41 2.18 -12.97
H -25.88 1.55 -11.42
H -24.33 -0.81 -14.32
H -23.76 -0.50 -12.68
C -27.58 -1.20 -11.78
C -27.55 0.28 -11.65
C -27.57 0.60 -13.08
O -28.68 -0.15 -13.61
C -28.73 -1.29 -12.73
H -27.76 -1.63 -10.80
H -26.69 -1.67 -12.18
H -26.67 0.69 -11.15
H -28.42 0.70 -11.15
H -26.70 0.30 -13.67
H -27.59 1.69 -13.10
H -28.71 -2.22 -13.31
H -29.64 -1.23 -12.14
C -27.72 -2.88 -10.29
C -26.48 -2.22 -9.71
C -26.71 -2.23 -8.21
O -27.73 -3.25 -8.02
C -28.18 -3.90 -9.21
H -27.52 -3.22 -11.30
H -28.50 -2.14 -10.38
H -26.40 -1.18 -10.01
H -25.68 -2.85 -10.09
H -27.06 -1.34 -7.69
H -25.83 -2.53 -7.63
H -29.27 -3.97 -9.18
H -27.61 -4.82 -9.35
C -29.20 2.64 -13.06
C -29.45 2.90 -11.61
O -30.86 3.15 -11.56
H -28.11 2.56 -13.12
H -29.59 3.32 -13.82
H -29.63 1.67 -13.29
H -28.80 3.75 -11.40
H -29.19 2.11 -10.90
H -30.78 4.01 -11.97
C -29.61 -3.71 -13.77
C -29.74 -4.21 -15.19
O -31.10 -4.55 -15.25
H -30.18 -2.85 -13.43
H -28.58 -3.46 -13.50
H -29.81 -4.54 -13.09
H -29.10 -5.07 -15.39
H -29.61 -3.34 -15.83
H -31.11 -5.29 -14.64
C -29.44 0.68 -16.41
C -29.73 0.66 -14.88
O -31.08 0.87 -14.59
H -29.94 -0.19 -16.83
H -28.37 0.54 -16.55
H -29.76 1.65 -16.78
H -29.03 1.36 -14.41
H -29.51 -0.29 -14.38
H -31.48 0.01 -14.47
C -30.96 0.35 -11.90
C -30.95 0.46 -10.42
O -31.74 1.55 -10.03
H -30.60 1.26 -12.38
H -31.98 0.20 -12.26
H -30.32 -0.44 -12.29
H -29.95 0.70 -10.06
H -31.29 -0.45 -9.94
H -32.46 1.26 -9.47
```

Values from the calculation:
E_HOMO = -6.140 eV
ΔE to the lowest compared entry with this formula, charge and spin = 30.503 eV

---

3.
Density functional theory data (ωB97M-V/def2-TZVPD) for a cluster of 4 separate species, C24H57BI in total.

Structure (XYZ):
```
83
C24H57BI ωB97M-V/def2-TZVPD
C -1.38 0.29 2.76
C -1.90 1.64 2.27
C -2.47 2.46 3.39
B -3.85 1.86 4.04
C -5.12 1.87 2.97
C -6.21 0.86 3.34
C -5.91 -0.59 2.96
I -5.92 -1.95 4.61
H -0.45 0.01 2.26
H -1.21 0.32 3.83
H -2.10 -0.50 2.58
H -2.62 1.50 1.47
H -1.06 2.18 1.81
H -1.68 2.58 4.14
H -2.69 3.46 3.02
H -3.69 0.73 4.50
H -4.18 2.61 4.98
H -4.80 1.63 1.95
H -5.57 2.86 2.90
H -7.14 1.12 2.82
H -6.38 0.95 4.41
H -4.93 -0.71 2.51
H -6.66 -0.97 2.28
C 3.88 5.21 -0.82
C 4.24 4.95 0.64
C 3.84 3.56 1.14
C 2.34 3.27 1.08
C 1.46 4.25 1.86
C 1.75 4.27 3.36
H 2.81 5.15 -0.99
H 4.22 6.19 -1.14
H 4.36 4.47 -1.47
H 3.77 5.72 1.27
H 5.32 5.07 0.77
H 4.20 3.43 2.16
H 4.36 2.81 0.54
H 2.16 2.26 1.46
H 2.01 3.25 0.04
H 0.42 3.97 1.71
H 1.58 5.26 1.45
H 1.61 3.28 3.79
H 1.07 4.95 3.87
H 2.77 4.59 3.57
C -3.71 -1.18 -0.99
C -2.39 -1.83 -1.40
C -1.16 -0.93 -1.23
C -1.16 0.34 -2.07
C -1.27 0.13 -3.58
C -0.12 -0.71 -4.13
H -3.94 -0.31 -1.62
H -4.53 -1.89 -1.10
H -3.70 -0.84 0.04
H -2.45 -2.17 -2.43
H -2.24 -2.72 -0.79
H -0.26 -1.52 -1.46
H -1.08 -0.65 -0.19
H -0.23 0.88 -1.86
H -1.96 1.01 -1.74
H -1.28 1.10 -4.07
H -2.22 -0.35 -3.82
H 0.84 -0.24 -3.92
H -0.20 -0.82 -5.22
H -0.11 -1.71 -3.70
C 3.45 -5.78 -4.74
C 3.70 -6.09 -3.27
C 2.51 -5.77 -2.37
C 2.08 -4.30 -2.36
C 3.18 -3.32 -1.95
C 3.69 -3.54 -0.53
H 3.25 -4.72 -4.91
H 4.31 -6.06 -5.35
H 2.59 -6.35 -5.11
H 4.58 -5.53 -2.93
H 3.95 -7.14 -3.16
H 2.74 -6.09 -1.35
H 1.66 -6.38 -2.68
H 1.24 -4.19 -1.67
H 1.71 -4.02 -3.35
H 2.77 -2.31 -2.02
H 4.01 -3.36 -2.65
H 2.87 -3.47 0.20
H 4.44 -2.79 -0.26
H 4.15 -4.52 -0.41
```

Values from the calculation:
Charge = -1
E_HOMO = -4.780 eV

---

4.
Density functional theory data (ωB97M-V/def2-TZVPD) for a structure of composition C24H57CaF6I2N4O3PS.

Structure (XYZ):
```
99
C24H57CaF6I2N4O3PS ωB97M-V/def2-TZVPD
N -1.24 0.47 -1.70
C 0.19 0.62 -1.74
C 1.05 -0.56 -1.19
I 1.48 -0.10 0.92
O 0.40 -1.74 -1.18
C 0.12 -2.23 -2.51
S -1.34 -3.29 -2.38
C 1.26 -3.03 -3.15
O 2.58 -2.53 -2.94
C 3.20 -1.98 -4.10
N 4.63 -2.26 -3.94
C 2.97 -0.46 -4.25
C 1.71 -0.01 -4.99
C 1.77 -0.12 -6.49
I -0.18 0.34 -7.23
H -1.54 -0.20 -1.00
H -1.47 0.14 -2.63
H 0.48 0.75 -2.78
H 0.55 1.54 -1.23
H 2.01 -0.57 -1.67
H -0.19 -1.46 -3.19
H -0.90 -4.11 -1.41
H 1.03 -3.04 -4.21
H 1.20 -4.06 -2.83
H 2.92 -2.49 -5.01
H 4.95 -1.73 -3.14
H 5.11 -1.90 -4.75
H 3.01 0.05 -3.30
H 3.81 -0.08 -4.82
H 0.82 -0.55 -4.68
H 1.57 1.04 -4.76
H 2.04 -1.12 -6.77
H 2.49 0.58 -6.87
F -1.53 0.98 -11.21
P 0.11 0.91 -11.42
F -0.33 1.52 -12.88
F 0.16 1.85 -10.04
F 0.02 -0.35 -10.33
F 1.53 1.73 -11.66
F 0.83 -0.30 -12.29
C 5.19 -3.15 6.73
C 3.86 -2.55 7.19
C 2.65 -3.47 7.21
N 2.02 -3.89 5.89
C 2.90 -4.88 5.16
C 2.36 -5.25 3.79
C 2.12 -4.00 2.94
C 1.18 -3.04 3.66
C 1.73 -2.68 5.04
C 0.73 -4.56 6.26
H 5.32 -3.09 5.65
H 6.02 -2.58 7.16
H 5.31 -4.19 7.04
H 3.65 -1.63 6.65
H 3.98 -2.25 8.23
H 1.85 -2.97 7.75
H 2.88 -4.40 7.73
H 3.87 -4.42 5.05
H 2.99 -5.75 5.81
H 3.10 -5.89 3.30
H 1.45 -5.84 3.87
H 1.70 -4.28 1.98
H 3.07 -3.50 2.74
H 0.18 -3.48 3.75
H 1.06 -2.13 3.07
H 1.04 -2.05 5.60
H 2.67 -2.15 4.91
H 0.10 -3.84 6.77
H 0.96 -5.39 6.91
H 0.23 -4.92 5.37
Ca 0.03 2.73 -0.34
C -4.78 0.78 -2.11
O -5.42 1.95 -2.57
H -3.95 1.10 -1.48
H -5.46 0.16 -1.52
H -4.38 0.20 -2.95
H -6.16 1.69 -3.13
C -6.06 5.86 3.62
C -4.99 5.17 2.79
N -4.85 5.73 1.45
C -4.02 4.94 0.59
C -2.52 4.84 0.98
C -4.65 7.17 1.38
C -3.43 7.76 2.08
H -7.03 5.80 3.13
H -6.14 5.36 4.59
H -5.83 6.90 3.82
H -5.26 4.12 2.69
H -4.04 5.20 3.35
H -4.09 5.32 -0.43
H -4.43 3.93 0.56
H -1.97 5.74 0.73
H -2.07 4.00 0.40
H -2.37 4.62 2.04
H -5.54 7.65 1.79
H -4.64 7.47 0.33
H -3.25 7.32 3.06
H -3.57 8.83 2.24
H -2.52 7.65 1.49
```

Values from the calculation:
Charge = +2
E_HOMO = -11.550 eV
ΔE to the lowest compared entry with this formula, charge and spin = 0.000 eV

---

5.
Density functional theory data (ωB97M-V/def2-TZVPD) for a cluster of 7 separate species, C24H57FIN6O6P2 in total.

Structure (XYZ):
```
97
C24H57FIN6O6P2 ωB97M-V/def2-TZVPD
C 2.88 0.81 1.49
C 2.34 2.17 2.25
C 0.91 2.74 1.66
C 1.26 4.23 0.99
P -0.51 2.78 2.94
F 0.04 2.14 4.51
I -1.08 5.18 3.38
P -2.28 1.63 2.40
C -1.86 -0.08 1.65
C -3.53 2.62 1.34
H 2.18 0.49 0.60
H 3.03 -0.06 2.30
H 3.97 0.95 1.01
H 3.18 3.00 2.05
H 2.35 1.99 3.41
H 0.62 2.05 0.75
H 1.64 4.94 1.86
H 2.19 4.10 0.26
H 0.36 4.68 0.40
H -1.25 -0.70 2.46
H -1.23 -0.04 0.66
H -2.86 -0.72 1.48
H -3.20 3.73 1.11
H -4.54 2.66 1.97
H -3.82 2.11 0.31
C -5.30 2.98 -1.89
O -4.70 2.09 -1.29
N -6.42 2.80 -2.67
C -7.07 3.90 -3.34
C -6.98 1.47 -2.81
H -4.97 4.03 -1.85
H -8.10 3.98 -2.99
H -7.07 3.70 -4.42
H -6.56 4.84 -3.15
H -7.24 1.08 -1.82
H -6.22 0.81 -3.25
H -7.86 1.48 -3.45
C 4.84 1.13 5.07
O 5.64 0.86 4.18
N 5.15 1.77 6.26
C 4.15 2.04 7.26
C 6.52 2.18 6.50
H 3.77 0.86 4.99
H 4.10 3.12 7.43
H 4.43 1.55 8.19
H 3.16 1.68 6.95
H 6.83 2.87 5.71
H 7.16 1.29 6.47
H 6.60 2.67 7.47
C -2.66 -2.75 -2.48
O -1.85 -3.65 -2.27
N -2.35 -1.41 -2.61
C -3.37 -0.41 -2.86
C -0.97 -0.99 -2.48
H -3.74 -2.96 -2.60
H -3.14 0.10 -3.80
H -3.36 0.31 -2.04
H -4.36 -0.86 -2.94
H -0.37 -1.50 -3.25
H -0.60 -1.28 -1.50
H -0.89 0.09 -2.61
C 0.32 -2.82 -6.95
O 1.03 -2.08 -6.28
N -0.43 -3.86 -6.46
C -1.25 -4.69 -7.32
C -0.40 -4.15 -5.04
H 0.22 -2.68 -8.04
H -2.29 -4.62 -6.99
H -0.92 -5.72 -7.25
H -1.19 -4.36 -8.36
H -0.74 -3.27 -4.49
H 0.63 -4.38 -4.75
H -1.04 -5.01 -4.80
C 7.61 3.59 2.70
O 7.98 4.72 2.98
N 7.86 2.95 1.50
C 7.38 1.61 1.24
C 8.63 3.63 0.48
H 7.01 2.99 3.40
H 8.24 0.96 1.05
H 6.73 1.63 0.36
H 6.82 1.22 2.09
H 9.62 3.88 0.89
H 8.12 4.55 0.21
H 8.75 2.99 -0.40
C -4.09 -6.00 1.72
O -3.72 -4.87 2.01
N -3.84 -6.64 0.53
C -4.32 -7.98 0.27
C -3.07 -5.96 -0.49
H -4.69 -6.60 2.42
H -3.46 -8.63 0.07
H -4.97 -7.96 -0.61
H -4.88 -8.37 1.12
H -2.08 -5.71 -0.08
H -3.58 -5.04 -0.77
H -2.95 -6.60 -1.37
```

Values from the calculation:
Charge = +1
E_HOMO = -10.424 eV
ΔE to the lowest compared entry with this formula, charge and spin = 4.704 eV

---

E_tot list, top to bottom, in eV: -54069.224, -42144.245, -34591.138, -108966.641, -76424.573